ORCA calculation (ωB97M-V/def2-TZVPD) on a gas-phase ion, C2H9N2S (charge +1) in a non-equilibrium geometry.

CARTESIAN COORDINATES (ANGSTROEM)
C  1.15883  1.10786  0.50889
C  0.55939  -0.30351  0.65838
N  -1.75674  0.07001  -1.00021
N  0.84759  -1.20500  -0.31821
S  -1.67839  -0.00780  0.73007
H  2.08936  1.11573  0.91363
H  1.47658  1.22424  -0.45975
H  0.48090  1.86387  0.85571
H  0.57765  -0.70037  1.69758
H  -1.04896  0.81143  -1.24051
H  0.88438  -2.24615  -0.31810
H  0.71688  -0.80620  -1.30926
H  -2.66771  0.21243  -1.42438
H  -2.51902  -1.18004  0.93236

Computed properties:
Total charge   +1
HOMO level   -13.8 eV
Lowest unoccupied orbital energy   -0.157 Ha
Orbital gap   9.5 eV
Largest force on an atom   0.0779 hartree/bohr